(1)
Density functional theory data (ωB97M-V/def2-TZVPD) for a structure of composition C42H42N15O5RbSSe2.

Each line ends with the Mulliken charge.
CARTESIAN COORDINATES (ANGSTROEM)
Rb 0.23 0.29 0.71  0.35
O -3.01 -1.23 6.25  -0.63
C -3.25 -0.14 5.38  -1.32
C -1.99 0.66 5.00  2.47
C -1.64 1.52 6.23  -1.46
O -0.33 2.07 6.23  -0.50
C -2.39 1.51 3.78  -0.05
Se -1.23 3.01 3.21  -0.50
C -0.81 -0.26 4.66  -0.40
Se -1.22 -1.88 3.59  -0.52
H -2.48 -1.86 5.71  0.29
H -3.94 0.53 5.91  0.54
H -3.74 -0.47 4.46  0.34
H -1.73 0.90 7.12  0.54
H -2.39 2.33 6.29  0.20
H -0.25 2.58 5.40  0.20
H -3.38 1.95 3.95  0.49
H -2.46 0.85 2.92  -0.69
H -0.32 -0.60 5.57  0.59
H -0.08 0.31 4.08  -0.78
N 4.33 -1.49 2.22  -0.05
C 3.88 -0.36 2.91  0.49
C 4.69 0.13 3.94  -0.73
C 4.25 1.23 4.65  -0.55
C 3.03 1.81 4.33  -1.37
C 2.32 1.25 3.28  -0.36
N 2.73 0.20 2.57  0.57
C 3.66 -2.32 1.33  0.47
C 4.21 -3.59 1.08  -0.75
C 3.56 -4.44 0.21  -0.65
C 2.37 -4.02 -0.38  -0.85
C 1.93 -2.75 -0.09  -0.41
N 2.55 -1.91 0.73  0.37
H 5.16 -1.90 2.61  0.18
H 5.63 -0.36 4.18  0.37
H 4.85 1.63 5.46  0.39
H 2.63 2.65 4.87  0.47
H 1.35 1.67 3.01  0.60
H 5.12 -3.90 1.58  0.37
H 3.95 -5.43 0.01  0.38
H 1.82 -4.66 -1.06  0.54
H 1.02 -2.37 -0.53  0.34
N 0.76 3.02 -2.52  -0.10
C -0.57 3.14 -2.38  0.18
N -1.18 4.07 -3.13  -0.79
C -2.50 4.10 -2.99  0.29
N -3.19 4.99 -3.75  -0.38
N -3.22 3.30 -2.19  -0.67
C -2.51 2.42 -1.49  -0.29
N -1.19 2.29 -1.54  0.32
C -3.28 1.52 -0.59  0.63
C -4.67 1.60 -0.56  -0.55
C -5.37 0.75 0.28  -0.73
C -4.66 -0.17 1.04  -0.93
C -3.28 -0.19 0.93  -0.74
N -2.60 0.64 0.14  0.97
H 1.23 3.73 -3.06  0.28
H 1.28 2.46 -1.86  -0.01
H -2.66 5.71 -4.21  0.25
H -4.15 5.16 -3.51  0.26
H -5.17 2.34 -1.18  0.54
H -6.45 0.79 0.33  0.39
H -5.16 -0.85 1.71  0.51
H -2.70 -0.90 1.52  0.33
N 4.31 2.54 -0.87  0.02
C 4.01 1.38 -1.58  0.43
C 5.03 0.78 -2.33  -0.79
C 4.73 -0.36 -3.06  -0.62
C 3.44 -0.87 -3.03  -0.78
C 2.50 -0.20 -2.27  -0.44
N 2.77 0.91 -1.56  0.57
C 3.51 3.32 -0.03  0.48
C 4.07 4.46 0.56  -0.82
C 3.28 5.23 1.39  -0.51
C 1.97 4.85 1.63  -0.87
C 1.50 3.72 0.99  -0.42
N 2.25 2.97 0.17  0.54
H 5.27 2.82 -0.92  0.17
H 6.03 1.20 -2.34  0.41
H 5.50 -0.84 -3.65  0.39
H 3.17 -1.76 -3.58  0.53
H 1.47 -0.54 -2.23  0.43
H 5.11 4.72 0.36  0.42
H 3.69 6.12 1.86  0.38
H 1.32 5.41 2.29  0.52
H 0.48 3.39 1.13  0.21
O -1.92 -2.91 -7.85  -0.49
S -2.99 -3.34 -8.73  0.60
O -2.61 -4.48 -9.56  -0.52
O -4.23 -4.23 -7.43  -0.69
C -3.74 -4.68 -6.32  0.50
N -3.70 -6.02 -6.13  -0.60
C -3.17 -6.45 -5.00  -0.17
C -2.67 -5.62 -4.01  -0.91
C -2.78 -4.25 -4.28  0.14
N -3.31 -3.79 -5.40  -0.49
C -2.24 -3.24 -3.33  1.44
C -1.75 -2.04 -3.82  -1.19
C -1.14 -1.16 -2.94  -0.48
N -0.99 -1.41 -1.63  0.46
C -1.52 -2.53 -1.16  -0.37
C -2.16 -3.47 -1.96  -1.11
H -3.14 -7.53 -4.87  0.41
H -2.21 -6.00 -3.12  0.37
H -1.83 -1.83 -4.88  0.63
H -0.73 -0.21 -3.29  0.40
H -1.42 -2.70 -0.09  0.61
H -2.58 -4.36 -1.51  0.47

* orbital gap: 4.6751 eV
* net charge: -2

(2)
Density functional theory data (ωB97M-V/def2-TZVPD) for a structure of composition C42H42N2O4P2PbSi2.

Each line ends with the Mulliken charge.
CARTESIAN COORDINATES (ANGSTROEM)
Pb 1.14 -0.18 0.73  1.14
O 0.00 -4.31 2.49  -0.84
C 0.52 -3.32 1.93  0.13
O 0.25 -2.11 2.12  -0.55
C 1.62 -3.64 0.90  -0.12
C 2.20 -4.89 0.83  -0.74
C 3.22 -5.09 -0.09  -0.33
C 3.62 -4.04 -0.91  -0.65
C 2.99 -2.81 -0.77  0.18
N 2.01 -2.64 0.11  0.67
C 3.43 -1.59 -1.61  -0.16
O 4.16 -1.85 -2.58  -0.85
O 3.01 -0.48 -1.22  -0.43
H 1.84 -5.67 1.49  0.50
H 3.71 -6.06 -0.17  0.38
H 4.41 -4.14 -1.64  0.50
C -3.77 0.61 -1.53  -1.06
N -2.37 0.18 -1.69  0.16
P -1.90 -1.36 -1.02  0.64
C -3.17 -2.40 -1.88  0.59
C -4.40 -2.79 -1.35  -0.24
C -5.27 -3.59 -2.08  -0.71
C -4.94 -4.00 -3.36  -0.46
C -3.71 -3.63 -3.90  -0.60
C -2.84 -2.85 -3.16  -0.69
C -2.53 -1.36 0.69  1.06
C -2.70 -2.57 1.36  -0.87
C -2.99 -2.60 2.71  -0.65
C -3.11 -1.41 3.42  -0.65
C -2.91 -0.20 2.78  -0.56
C -2.61 -0.17 1.42  -0.27
P -1.25 1.52 -1.50  0.95
C -2.11 2.74 -2.61  -0.25
C -2.29 2.54 -3.98  -0.32
C -2.93 3.50 -4.75  -0.63
C -3.40 4.67 -4.17  -0.46
C -3.22 4.88 -2.81  -0.54
C -2.57 3.91 -2.04  -0.29
C 0.12 1.10 -2.63  0.24
C 0.16 0.02 -3.50  0.02
C 1.29 -0.23 -4.26  -0.65
C 2.39 0.62 -4.18  -0.44
C 2.35 1.71 -3.33  -0.48
C 1.23 1.94 -2.54  -0.50
H -4.39 -0.24 -1.25  0.47
H -4.15 1.03 -2.46  0.25
H -3.88 1.37 -0.75  0.33
H -4.67 -2.47 -0.35  0.28
H -6.22 -3.88 -1.65  0.38
H -5.62 -4.63 -3.93  0.35
H -3.43 -3.96 -4.89  0.40
H -1.87 -2.58 -3.58  0.34
H -2.54 -3.51 0.83  0.48
H -3.06 -3.55 3.21  0.31
H -3.31 -1.44 4.49  0.34
H -2.94 0.73 3.34  0.35
H -2.40 0.78 0.95  0.12
H -1.91 1.64 -4.44  0.35
H -3.06 3.33 -5.82  0.40
H -3.89 5.42 -4.77  0.35
H -3.57 5.79 -2.35  0.40
H -2.43 4.08 -0.98  0.38
H -0.69 -0.65 -3.55  0.34
H 1.33 -1.10 -4.89  0.36
H 3.29 0.39 -4.73  0.29
H 3.22 2.34 -3.22  0.37
H 1.24 2.76 -1.83  0.15
C 3.30 -1.63 3.58  -1.21
Si 3.26 -0.15 2.40  0.30
C 4.93 -0.15 1.52  -1.19
C 3.30 1.39 3.54  0.39
C 4.35 1.47 4.46  -0.65
C 4.48 2.53 5.35  -0.69
C 3.55 3.56 5.32  -0.69
C 2.50 3.50 4.41  -0.36
C 2.35 2.43 3.51  0.93
Si 0.88 2.41 2.24  0.40
C 1.25 4.02 1.24  -1.26
C -0.62 2.99 3.30  -1.42
H 4.20 -1.60 4.21  0.39
H 3.29 -2.57 3.03  0.24
H 2.42 -1.62 4.23  0.23
H 5.76 -0.10 2.23  0.38
H 5.00 0.69 0.83  0.23
H 5.04 -1.06 0.92  0.24
H 5.09 0.68 4.50  0.17
H 5.31 2.56 6.05  0.35
H 3.63 4.40 6.00  0.35
H 1.78 4.31 4.40  0.13
H 1.18 4.91 1.88  0.39
H 0.54 4.14 0.42  0.20
H 2.25 3.99 0.81  0.27
H -0.41 3.91 3.85  0.43
H -0.92 2.22 4.01  0.23
H -1.47 3.18 2.63  0.27

* orbital gap: 4.8296 eV
* net charge: -2
* relative energy (zero: lowest compared OMol25 entry of this formula, charge and spin): 80.7 kJ/mol

(3)
Density functional theory data (ωB97M-V/def2-TZVPD) for a structure of composition C42H42O3P2Ru at a distorted geometry.

Each line ends with the Löwdin spin population.
CARTESIAN COORDINATES (ANGSTROEM)
Ru -4.80 -3.61 -0.01  1.65
C -1.37 -0.78 -2.32  0.00
C -1.71 -1.50 -3.37  0.00
C -0.89 -2.61 -3.98  0.00
C -1.36 -3.98 -3.49  0.00
C -1.55 -4.22 -2.05  0.03
C -0.95 -3.60 -1.02  0.02
C 0.12 -2.59 -1.13  0.00
C -0.15 -1.07 -1.49  0.00
C -2.62 -1.83 0.79  0.74
H -1.95 0.12 -2.02  0.00
H -2.51 -1.09 -4.01  0.00
H 0.18 -2.50 -3.83  0.00
H -1.06 -2.63 -5.05  0.00
H -2.30 -4.22 -3.97  0.00
H -0.63 -4.71 -3.84  0.00
H -2.27 -5.00 -1.79  0.00
H -1.30 -3.88 -0.03  0.00
H 0.84 -2.96 -1.87  0.00
H 0.60 -2.55 -0.15  0.00
H -0.27 -0.49 -0.56  0.00
H 0.81 -0.77 -1.98  0.00
H -2.50 -0.77 0.51  0.03
H -1.59 -2.14 1.05  0.04
H -3.38 -2.00 1.57  0.06
P -6.37 -4.12 -1.48  -0.01
P -5.20 -5.72 -0.10  0.06
C -5.60 -5.30 -2.63  0.00
C -5.00 -6.25 -1.83  0.01
C -8.15 -4.14 -1.88  0.00
C -8.65 -4.71 -3.07  0.00
C -9.99 -4.54 -3.43  0.00
C -10.86 -3.84 -2.59  0.00
C -10.38 -3.28 -1.39  0.00
C -9.03 -3.43 -1.04  0.00
C -5.93 -2.45 -1.74  0.02
C -5.33 -1.78 -0.64  0.10
C -4.67 -0.54 -0.88  0.02
C -4.61 -0.11 -2.19  0.03
C -5.28 -0.73 -3.24  0.01
C -5.96 -1.91 -3.03  0.02
C -6.42 -6.94 0.58  0.01
C -7.78 -6.88 0.21  0.00
C -8.72 -7.83 0.65  0.00
C -8.32 -8.88 1.49  0.00
C -6.97 -8.98 1.84  0.00
C -6.04 -8.03 1.38  0.00
C -3.64 -6.15 0.68  0.03
C -3.51 -5.84 2.04  0.03
C -2.34 -6.21 2.71  0.00
C -1.34 -6.88 2.01  0.02
C -1.50 -7.23 0.67  0.00
C -2.68 -6.91 0.00  0.02
H -5.69 -5.29 -3.73  0.00
H -4.66 -7.26 -2.10  0.00
H -7.99 -5.27 -3.72  0.00
H -10.36 -4.97 -4.37  0.00
H -11.91 -3.73 -2.86  0.00
H -11.06 -2.74 -0.74  0.00
H -8.65 -2.99 -0.12  0.00
H -5.67 -2.15 0.41  0.01
H -4.12 -0.11 -0.08  0.00
H -3.99 0.77 -2.38  0.00
H -5.27 -0.27 -4.24  0.00
H -6.44 -2.47 -3.84  0.00
H -8.13 -6.08 -0.45  0.00
H -9.77 -7.75 0.35  0.00
H -9.05 -9.60 1.85  0.00
H -6.65 -9.80 2.49  0.00
H -5.00 -8.17 1.67  0.00
H -4.32 -5.29 2.53  0.01
H -2.23 -5.95 3.76  0.00
H -0.42 -7.16 2.53  0.00
H -0.72 -7.76 0.12  0.00
H -2.85 -7.20 -1.04  0.00
O 3.49 0.14 1.91  0.31
C 3.24 1.35 1.61  0.08
C 4.27 2.36 1.46  0.21
C 3.96 3.70 1.19  -0.01
C 2.65 4.11 1.06  0.22
C 1.61 3.17 1.15  0.00
C 1.85 1.83 1.41  0.14
C 0.69 0.88 1.48  0.02
O -0.45 1.19 1.18  0.03
O 1.03 -0.36 1.86  0.00
H 2.06 -0.37 1.99  0.00
H 5.30 2.02 1.58  0.01
H 4.77 4.39 1.07  -0.01
H 2.39 5.15 0.90  0.01
H 0.57 3.46 1.06  0.00

* orbital gap (alpha / beta): 6.1351 / 6.1660 eV
* net charge: +2
* multiplicity: 5
* relative energy (zero: lowest compared OMol25 entry of this formula, charge and spin): 259.3 kJ/mol

(4)
Density functional theory data (ωB97M-V/def2-TZVPD) for a structure of composition C42H42O3P2Sr at a distorted geometry.

Each line ends with the Mulliken charge.
CARTESIAN COORDINATES (ANGSTROEM)
Sr -0.76 -0.63 -4.27  2.01
C -0.34 1.43 -5.39  -2.06
C -0.40 2.25 -4.16  2.44
C -1.76 2.94 -3.89  -1.34
C -3.01 2.07 -4.16  -2.08
C -2.79 0.58 -4.13  -0.91
C -2.86 -0.24 -5.24  -0.96
C -2.25 0.15 -6.56  -0.45
C -1.38 1.44 -6.48  -1.53
C -1.41 0.21 1.67  -1.08
H 0.63 1.55 -5.88  0.14
H 0.28 3.09 -4.45  -0.03
H -1.81 3.84 -4.52  0.55
H -1.79 3.33 -2.87  0.86
H -3.77 2.30 -3.40  0.56
H -3.47 2.37 -5.12  0.55
H -2.97 0.17 -3.13  1.57
H -3.40 -1.20 -5.22  0.19
H -3.06 0.27 -7.30  0.42
H -1.64 -0.68 -6.97  0.18
H -0.82 1.52 -7.44  0.54
H -1.99 2.35 -6.44  0.29
H -0.69 -0.59 1.44  0.34
H -2.07 -0.11 2.50  0.52
H -0.85 1.11 1.98  0.32
P 0.72 2.33 -2.50  1.14
P -2.47 0.58 0.28  1.77
C -0.30 1.86 -1.06  -1.03
C -1.63 1.60 -0.94  -0.20
C 1.55 3.84 -1.98  0.43
C 1.65 4.95 -2.84  -0.72
C 2.38 6.07 -2.43  -0.74
C 3.04 6.09 -1.20  -0.52
C 2.92 5.00 -0.33  -0.76
C 2.14 3.90 -0.70  -0.22
C 2.10 1.13 -2.81  1.22
C 2.24 0.37 -3.98  -0.47
C 3.16 -0.67 -4.07  -0.94
C 4.01 -0.94 -3.01  -0.58
C 4.01 -0.09 -1.89  -0.55
C 3.10 0.97 -1.83  -0.58
C -3.95 1.39 0.92  0.37
C -3.96 2.78 1.16  -0.55
C -5.09 3.39 1.69  -0.66
C -6.22 2.63 2.01  -0.44
C -6.20 1.25 1.84  -0.74
C -5.07 0.62 1.30  -0.42
C -2.98 -0.91 -0.62  0.56
C -2.02 -1.92 -0.83  -0.56
C -2.23 -2.91 -1.77  -0.71
C -3.40 -2.94 -2.54  -0.63
C -4.35 -1.94 -2.35  -0.36
C -4.17 -0.94 -1.38  -0.91
H 0.32 1.92 -0.15  0.32
H -2.37 2.10 -1.57  0.30
H 1.17 4.92 -3.82  0.33
H 2.44 6.93 -3.09  0.41
H 3.64 6.94 -0.91  0.38
H 3.43 4.98 0.63  0.43
H 2.02 3.08 0.01  0.02
H 1.71 0.61 -4.89  0.37
H 3.19 -1.27 -4.98  0.45
H 4.70 -1.79 -3.04  0.36
H 4.70 -0.27 -1.07  0.36
H 3.18 1.68 -1.02  0.14
H -3.07 3.37 0.93  0.40
H -5.10 4.47 1.86  0.39
H -7.11 3.11 2.41  0.39
H -7.06 0.64 2.12  0.39
H -5.06 -0.46 1.17  0.40
H -1.10 -1.90 -0.25  0.44
H -1.47 -3.69 -1.90  0.34
H -3.54 -3.72 -3.29  0.43
H -5.24 -1.92 -2.98  0.32
H -4.92 -0.17 -1.26  0.32
O 2.91 -4.01 -0.41  -0.75
C 2.65 -2.83 0.16  0.27
C 3.34 -2.48 1.35  -0.77
C 3.12 -1.24 1.93  -0.79
C 2.20 -0.34 1.37  -1.00
C 1.47 -0.72 0.24  1.22
C 1.71 -1.93 -0.41  -0.15
C 1.09 -2.25 -1.74  -0.18
O 0.31 -1.37 -2.24  0.40
O 1.34 -3.37 -2.27  -1.03
H 2.32 -4.02 -1.25  0.33
H 4.04 -3.20 1.75  0.44
H 3.66 -0.98 2.84  0.39
H 2.05 0.65 1.82  0.36
H 0.70 -0.08 -0.18  0.31

* orbital gap (alpha / beta): 4.4317 / 5.8724 eV
* relative energy (zero: lowest compared OMol25 entry of this formula, charge and spin): 554.8 kJ/mol

(5)
Density functional theory data (ωB97M-V/def2-TZVPD) for a structure of composition C42H43N4O2S3TeW.

Each line ends with the natural charge from an NBO analysis.
CARTESIAN COORDINATES (ANGSTROEM)
W -0.52 -0.80 -0.14  1.49
O 2.00 -3.85 0.32  -0.48
C 1.67 -2.81 -0.17  0.65
N 0.30 -2.56 -0.60  -0.62
C -0.49 -3.71 -0.77  0.17
C -0.06 -4.95 -1.22  -0.19
C -1.01 -5.95 -1.35  -0.15
C -2.35 -5.71 -1.02  -0.15
C -2.77 -4.49 -0.53  -0.17
C -1.81 -3.48 -0.39  0.07
N -1.97 -2.16 0.08  -0.57
C -3.11 -1.94 0.93  0.66
O -3.80 -2.79 1.37  -0.44
C -3.29 -0.50 1.22  0.10
C -4.44 -0.06 1.84  -0.16
C -4.62 1.30 2.01  -0.10
C -3.62 2.14 1.55  -0.15
C -2.49 1.61 0.97  0.06
N -2.30 0.29 0.81  -0.46
C 2.49 -1.62 -0.33  -0.05
C 3.81 -1.66 -0.11  -0.07
C 4.80 -0.62 -0.25  -0.28
C 4.60 0.70 -0.37  -0.09
C 3.32 1.47 -0.34  -0.49
N 1.71 -0.48 -0.76  -0.48
H 0.97 -5.13 -1.49  0.25
H -0.72 -6.92 -1.71  0.25
H -3.07 -6.50 -1.14  0.25
H -3.80 -4.34 -0.28  0.26
H -5.18 -0.80 2.14  0.28
H -5.51 1.69 2.48  0.27
H -3.70 3.22 1.64  0.25
H -1.72 2.28 0.63  0.20
H 4.17 -2.64 0.20  0.27
H 5.83 -0.96 -0.26  0.26
H 5.48 1.33 -0.47  0.25
H 3.17 1.94 -1.31  0.25
C 3.03 3.40 -3.22  -0.56
C 2.90 1.95 -3.72  -0.54
S 1.40 1.06 -3.18  0.24
C 1.98 -0.37 -2.28  -0.38
C 2.10 0.70 0.08  -0.18
S 0.54 1.59 0.41  0.41
C 0.15 2.88 -0.85  -0.54
C 1.20 3.97 -1.12  -0.57
S 1.49 4.29 -2.88  0.28
H 3.52 3.98 -4.00  0.27
H 3.67 3.49 -2.34  0.22
H 3.79 1.36 -3.48  0.24
H 2.83 1.95 -4.81  0.26
H 3.05 -0.47 -2.41  0.25
H 1.49 -1.26 -2.68  0.25
H 3.44 2.29 0.37  0.26
H 2.29 0.28 1.07  0.29
H -0.73 3.34 -0.41  0.23
H -0.15 2.37 -1.76  0.29
H 2.14 3.82 -0.61  0.23
H 0.81 4.91 -0.73  0.26
C -3.89 0.72 -3.83  -0.58
C -2.37 1.00 -3.99  -0.21
C -1.83 0.26 -5.24  -0.58
C -2.11 2.51 -4.09  -0.59
C -1.72 0.46 -2.82  0.38
C -1.16 -0.01 -1.82  -0.56
H -4.40 1.12 -4.71  0.25
H -4.29 1.21 -2.95  0.21
H -4.09 -0.35 -3.77  0.23
H -2.36 0.65 -6.11  0.25
H -2.02 -0.81 -5.17  0.23
H -0.77 0.43 -5.36  0.22
H -2.60 2.89 -4.98  0.25
H -1.05 2.72 -4.17  0.22
H -2.52 3.04 -3.23  0.21
Te 0.09 -1.53 2.64  0.91
C -1.19 -0.42 3.89  -0.30
C -1.23 0.97 3.93  -0.25
C -2.06 1.60 4.84  -0.19
C -2.86 0.84 5.69  -0.16
C -2.82 -0.54 5.64  -0.18
C -1.98 -1.19 4.74  -0.22
C 1.98 -0.79 3.21  -0.33
C 2.21 0.53 3.58  -0.26
C 3.48 0.91 3.98  -0.18
C 4.52 -0.02 4.01  -0.17
C 4.28 -1.34 3.66  -0.19
C 3.01 -1.74 3.26  -0.18
H -0.61 1.56 3.27  0.21
H -2.08 2.68 4.90  0.24
H -3.50 1.34 6.41  0.25
H -3.43 -1.13 6.31  0.25
H -1.95 -2.27 4.72  0.24
H 1.40 1.26 3.60  0.23
H 3.66 1.93 4.29  0.24
H 5.50 0.28 4.34  0.25
H 5.07 -2.07 3.72  0.25
H 2.82 -2.78 3.02  0.23

* orbital gap (alpha / beta): 5.1863 / 5.1934 eV
* net charge: +3
* relative energy (zero: lowest compared OMol25 entry of this formula, charge and spin): 0.0 kJ/mol

| no. | energy (a.u.) |
| --- | --- |
| 1 | -8048.632351 |
| 2 | -3490.837691 |
| 3 | -2628.093793 |
| 4 | -2564.535340 |
| 5 | -3524.443989 |